[1]
{
  "formula": "C4H7O2Tl",
  "method": "the ωB97M-V functional and the def2-TZVPD basis",
  "elements": ["H", "O", "C", "C", "C", "C", "O", "Tl", "H", "H", "H", "H", "H", "H"],
  "coordinates": [[-1.978, -1.423, 0.665], [0.509, -2.228, 0.981], [0.162, -1.242, 0.118], [0.897, -0.095, 0.073], [0.689, 0.926, -1.024], [-0.043, 1.846, -0.115], [-1.188, 1.642, 0.342], [-2.305, 0.266, 1.041], [-0.094, -2.974, 0.908], [-0.534, -1.476, -0.695], [1.726, 0.032, 0.772], [0.073, 0.561, -1.854], [1.634, 1.370, -1.362], [0.452, 2.795, 0.150]],
  "mulliken_charge": [0.204, -0.428, -0.708, -0.479, -0.409, 0.297, -0.427, 1.137, 0.355, 0.926, 0.468, 0.326, 0.318, 0.421],
  "total_charge": 2,
  "max_force_ev_per_a": 4.48,
  "de_lowest_kcal_mol": 38.6,
  "homo_lumo_gap_ev": [5.446, 5.449],
  "e_lumo_ev": [-12.529, -12.528]
}

***

[2]
{
  "formula": "C4H7O3P",
  "method": "the ωB97M-V functional and the def2-TZVPD basis",
  "elements": ["C", "C", "C", "C", "O", "O", "O", "P", "H", "H", "H", "H", "H", "H", "H"],
  "coordinates": [[-1.632, 0.364, 0.032], [-0.858, 0.528, 1.317], [-0.255, -0.177, 0.120], [-0.221, -1.643, 0.267], [2.636, 2.279, -0.396], [3.228, -0.035, -1.393], [1.499, 1.612, -2.623], [2.253, 1.173, -1.378], [-2.423, -0.417, -0.001], [-1.960, 1.210, -0.498], [-0.468, 1.453, 1.743], [-1.293, -0.242, 2.006], [-1.023, -2.165, 0.748], [0.700, -1.910, 0.823], [-0.184, -2.030, -0.768]],
  "mulliken_charge": [-0.981, -0.863, 0.783, -1.757, -0.687, -0.691, -0.660, 0.869, 0.201, 0.193, 0.253, 0.215, 0.589, 0.252, 0.284],
  "total_charge": -2,
  "max_force_ev_per_a": 2.71,
  "de_lowest_kcal_mol": 56.2,
  "homo_lumo_gap_ev": 5.735,
  "e_lumo_ev": 6.956
}

***

[3]
{
  "formula": "C4H7O3P",
  "method": "the ωB97M-V functional and the def2-TZVPD basis",
  "elements": ["C", "C", "C", "C", "O", "O", "O", "P", "H", "H", "H", "H", "H", "H", "H"],
  "coordinates": [[0.391, -2.506, -0.231], [0.146, -1.679, -1.197], [-0.066, -1.533, 0.839], [-0.422, -0.547, -0.338], [0.405, 3.128, -1.124], [-0.043, 2.684, 1.252], [0.207, 0.756, -0.357], [-0.678, 2.200, -0.226], [0.620, -3.551, -0.250], [0.601, -1.733, -2.169], [-0.995, -1.832, 1.521], [0.807, -1.091, 1.482], [-1.518, -0.498, -0.428], [1.257, 3.221, -0.651], [-0.713, 2.984, 1.876]],
  "mulliken_charge": [-0.133, -0.961, -0.702, 0.498, -0.488, -0.501, -0.229, 0.330, 0.381, 0.345, 0.204, 0.220, 0.391, 0.321, 0.324],
  "smiles": "OP(O)O[C@H]1C=CC1",
  "max_force_ev_per_a": 3.17,
  "de_lowest_kcal_mol": 30.1,
  "homo_lumo_gap_ev": 10.506,
  "e_lumo_ev": 0.813
}

***

[4]
{
  "formula": "C4H7O3S",
  "method": "the ωB97M-V functional and the def2-TZVPD basis",
  "elements": ["C", "C", "C", "C", "O", "O", "O", "S", "H", "H", "H", "H", "H", "H", "H"],
  "coordinates": [[2.530, 0.060, 0.191], [-1.396, -0.362, -0.152], [1.093, -0.316, 0.602], [-0.002, 0.302, -0.328], [2.685, 0.898, -0.720], [3.502, -0.523, 0.697], [0.267, 0.198, -1.709], [0.068, 2.118, 0.189], [-2.070, 0.028, -0.974], [-1.533, -0.252, 0.928], [-1.160, -1.405, -0.372], [1.100, -1.418, 0.736], [0.970, 0.132, 1.587], [1.229, 0.563, -1.655], [1.337, 1.903, 0.203]],
  "mulliken_charge": [0.683, -1.370, -1.042, 0.844, -0.768, -0.761, -0.647, -0.307, 0.328, 0.364, 0.330, 0.333, 0.349, 0.486, 0.179],
  "total_charge": -1,
  "smiles": "C[C@@](O)(S)CC(=O)[O-]",
  "max_force_ev_per_a": 2.48,
  "de_lowest_kcal_mol": 1.3,
  "homo_lumo_gap_ev": 8.081,
  "e_lumo_ev": 3.437
}

***

[5]
{
  "formula": "C4H7O4P",
  "method": "the ωB97M-V functional and the def2-TZVPD basis",
  "elements": ["C", "C", "C", "C", "O", "O", "O", "O", "P", "H", "H", "H", "H", "H", "H", "H"],
  "coordinates": [[-0.226, 0.698, -0.734], [-1.442, 1.255, -0.495], [-0.217, -0.388, -1.787], [-0.327, -0.429, 1.262], [1.795, -0.959, 2.793], [2.152, -1.546, 0.361], [2.066, 0.962, 1.146], [-1.014, -1.412, 1.042], [1.634, -0.507, 1.365], [0.801, 1.186, -0.370], [-2.388, 0.724, -0.805], [-1.297, -0.614, -1.887], [0.361, -0.114, -2.687], [0.412, -1.256, -1.484], [-0.690, 0.360, 2.116], [-1.617, 2.040, 0.165]],
  "mulliken_charge": [0.032, -0.864, -0.894, 0.038, -0.789, -0.806, -0.868, -0.543, 0.829, 0.402, 0.108, 0.222, 0.298, 0.220, 0.223, 0.391],
  "total_charge": -2,
  "max_force_ev_per_a": 3.21,
  "de_lowest_kcal_mol": 38.7,
  "homo_lumo_gap_ev": 6.078,
  "e_lumo_ev": 6.464
}

***

[6]
{
  "formula": "C4H7O4S",
  "method": "the ωB97M-V functional and the def2-TZVPD basis",
  "elements": ["C", "C", "C", "C", "O", "O", "O", "O", "S", "H", "H", "H", "H", "H", "H", "H"],
  "coordinates": [[0.591, -1.336, 1.636], [-0.384, 0.873, 1.141], [0.088, -0.799, -0.735], [-0.360, -0.615, 0.702], [-2.509, -0.656, 2.263], [1.525, -0.737, 2.102], [-2.806, -0.137, -0.157], [-2.462, -2.456, 0.709], [-2.216, -1.010, 0.865], [0.462, -2.380, 1.806], [-0.345, 1.522, 0.202], [0.465, 1.274, 1.790], [-1.302, 0.954, 1.703], [-0.637, -1.619, -1.064], [1.157, -1.027, -0.895], [-0.173, 0.183, -1.273]],
  "mulliken_charge": [-0.291, -1.314, -1.320, 1.071, -0.702, -0.515, -0.663, -0.699, 1.176, 0.428, 0.202, 0.277, 0.417, 0.318, 0.363, 0.251],
  "total_charge": -1,
  "smiles": "CC(C)(C=O)S(=O)(=O)[O-]",
  "max_force_ev_per_a": 2.16,
  "de_lowest_kcal_mol": 0.0,
  "homo_lumo_gap_ev": 8.883,
  "e_lumo_ev": 3.689
}

***

[7]
{
  "formula": "C4H7O6S2",
  "method": "the ωB97M-V functional and the def2-TZVPD basis",
  "elements": ["C", "C", "C", "C", "O", "O", "O", "O", "O", "O", "S", "S", "H", "H", "H", "H", "H", "H", "H"],
  "coordinates": [[-1.452, 0.730, 1.528], [-0.282, -0.686, -0.799], [0.070, 0.353, 1.354], [0.460, 0.408, -0.016], [-2.322, -1.736, 1.388], [-1.021, 3.229, 0.445], [-3.297, 2.600, 0.958], [-3.745, -0.177, 2.637], [-3.435, 0.045, 0.190], [-1.538, 1.849, 2.518], [-1.913, 2.262, 1.012], [-2.908, -0.423, 1.493], [0.134, -0.678, -1.770], [-1.322, -0.456, -0.590], [-0.117, -1.599, -0.349], [0.875, 1.031, 1.873], [0.053, -0.671, 1.772], [0.288, 1.390, -0.403], [1.592, 0.177, -0.194]],
  "mulliken_charge": [0.531, -1.160, -0.568, -0.451, -0.656, -0.634, -0.559, -0.655, -0.664, -0.518, 0.852, 1.310, 0.412, 0.319, 0.332, 0.146, 0.324, 0.358, 0.283],
  "total_charge": -1,
  "smiles": "CCC[C@@]1(S(=O)(=O)[O-])OS1(=O)=O",
  "max_force_ev_per_a": 4.79,
  "de_lowest_kcal_mol": 49.7,
  "homo_lumo_gap_ev": 9.268,
  "e_lumo_ev": 3.417
}

***

[8]
{
  "formula": "C4H7OP",
  "method": "the ωB97M-V functional and the def2-TZVPD basis",
  "elements": ["C", "C", "C", "C", "O", "P", "H", "H", "H", "H", "H", "H", "H"],
  "coordinates": [[1.465, 0.914, -1.734], [0.904, 0.943, -0.597], [0.848, -0.378, 0.130], [-1.890, -0.379, 0.885], [1.426, -1.393, -0.251], [-0.079, -0.275, 1.662], [1.678, 1.664, -2.460], [1.816, -0.067, -1.965], [0.295, 1.798, -0.217], [-2.428, -0.621, 1.840], [-1.835, -1.153, 0.163], [-2.097, 0.701, 0.670], [-0.103, -1.756, 1.873]],
  "mulliken_charge": [-0.605, -0.269, 0.680, -0.918, -0.557, -0.087, 0.300, 0.241, 0.236, 0.271, 0.363, 0.282, 0.062],
  "smiles": "C=CC(=O)PC",
  "max_force_ev_per_a": 4.14,
  "de_lowest_kcal_mol": 44.3,
  "homo_lumo_gap_ev": 9.222,
  "e_lumo_ev": 0.040
}

***

[9]
{
  "formula": "C4H7P3",
  "method": "the ωB97M-V functional and the def2-TZVPD basis",
  "elements": ["C", "C", "C", "C", "P", "P", "P", "H", "H", "H", "H", "H", "H", "H"],
  "coordinates": [[0.396, 0.361, 0.325], [-0.662, -0.184, -0.181], [-2.519, -0.553, -1.844], [-1.827, -0.662, -0.532], [1.870, -0.563, 0.833], [3.842, 0.570, 1.078], [2.431, 0.584, 2.673], [0.234, 1.344, 0.493], [-3.196, -1.378, -2.214], [-1.871, -0.369, -2.749], [-3.032, 0.367, -1.878], [3.559, 1.820, 0.415], [-2.403, -0.987, 0.272], [3.178, -0.348, 3.309]],
  "mulliken_charge": [-0.252, 0.009, -1.016, -0.294, -0.021, -0.088, -0.093, 0.409, 0.300, 0.313, 0.293, 0.048, 0.342, 0.049],
  "smiles": "CC=C=CP1#[PH]P1",
  "max_force_ev_per_a": 3.45,
  "de_lowest_kcal_mol": 35.0,
  "homo_lumo_gap_ev": 9.463,
  "e_lumo_ev": 0.611
}

***

[10]
{
  "formula": "C4H7PS",
  "method": "the ωB97M-V functional and the def2-TZVPD basis",
  "elements": ["C", "C", "C", "C", "P", "S", "H", "H", "H", "H", "H", "H", "H"],
  "coordinates": [[-0.663, 0.004, -1.399], [-0.956, -0.266, 0.970], [0.070, 0.143, -0.116], [1.408, -0.644, -0.261], [-2.478, -0.494, -0.222], [0.783, 1.816, 0.352], [-0.415, 0.281, -2.364], [-0.852, -1.166, 1.645], [-1.302, 0.381, 1.842], [1.781, -0.760, 0.718], [1.896, 0.039, -0.880], [1.216, -1.602, -0.634], [-0.488, 2.268, 0.348]],
  "mulliken_charge": [-0.974, -0.740, 0.911, -1.720, 0.079, -0.216, 0.488, 0.347, 0.330, 0.399, 0.527, 0.424, 0.145],
  "spin_multiplicity": 3,
  "max_force_ev_per_a": 5.27,
  "de_lowest_kcal_mol": 37.0,
  "homo_lumo_gap_ev": [7.909, 7.564],
  "e_lumo_ev": [0.439, -1.544]
}